# 1
Below is a cluster of 2 separate species, C21H26N2O2S in total at a distorted geometry, with properties calculated with ωB97M-V with the def2-TZVPD basis set.

Values from the calculation:
E_tot	-40106.4771	eV
total charge	0
largest force on an atom	2.01	eV/Å
energy relative to the best compared isomer or geometry (same formula, charge and spin)	452.5	kJ/mol
2S+1	1

Each line ends with the Mulliken charge.
Geometry (Å):
C1 -4.93 -1.46 1.39  -0.701
C2 -4.83 0.05 1.23  -0.707
C3 -3.86 0.69 2.23  -0.649
N1 -2.58 -0.01 2.31  0.155
C4 -1.46 0.69 2.51  0.035
C5 -0.17 0.12 2.42  -0.765
C6 0.98 0.65 2.97  0.144
C7 2.25 0.01 2.91  0.605
C8 3.36 0.50 3.66  -0.147
C9 4.59 -0.14 3.64  -0.634
C10 4.77 -1.30 2.87  -0.327
C11 3.71 -1.80 2.11  -0.656
C12 2.47 -1.16 2.11  -0.523
C13 -2.66 -1.47 2.49  -0.553
C14 -3.57 -2.14 1.47  -0.621
H1 -5.50 -1.69 2.30  0.315
H2 -5.50 -1.88 0.55  0.335
H3 -4.52 0.30 0.20  0.346
H4 -5.81 0.51 1.38  0.351
H5 -3.67 1.73 1.95  0.402
H6 -4.34 0.67 3.22  0.295
H7 -1.59 1.75 2.73  0.420
H8 -0.12 -0.82 1.86  0.248
H9 0.93 1.64 3.50  0.503
H10 3.19 1.39 4.28  0.509
H11 5.42 0.26 4.24  0.397
H12 5.73 -1.81 2.87  0.379
H13 3.84 -2.70 1.51  0.359
H14 1.66 -1.55 1.49  0.265
H15 -1.65 -1.90 2.45  0.353
H16 -3.07 -1.67 3.50  0.266
H17 -3.68 -3.19 1.76  0.337
H18 -3.09 -2.14 0.48  0.315
C15 -4.41 5.85 4.46  -1.322
C16 -3.02 5.39 4.74  0.845
C17 -2.12 5.22 3.69  -0.507
C18 -0.80 4.81 3.92  -0.681
C19 -0.39 4.51 5.22  -0.026
S1 1.27 3.82 5.46  1.122
N2 1.26 2.32 4.92  -0.659
O1 2.09 4.65 4.60  -0.719
O2 1.45 3.85 6.90  -0.752
C20 -1.27 4.69 6.29  -0.517
C21 -2.58 5.11 6.04  -0.553
H19 -5.00 5.92 5.38  0.359
H20 -4.44 6.84 3.98  0.308
H21 -4.91 5.16 3.77  0.267
H22 -2.43 5.42 2.67  0.396
H23 -0.09 4.73 3.11  0.466
H24 1.07 1.67 5.68  0.167
H25 -0.93 4.51 7.30  0.464
H26 -3.27 5.24 6.87  0.291

***

# 2
Below is the molecule C21H26N2O3S at a distorted geometry, with properties calculated with ωB97M-V with the def2-TZVPD basis set.

Values from the calculation:
E_tot	-42158.1162	eV
total charge	0
largest force on an atom	1.00	eV/Å
energy relative to the best compared isomer or geometry (same formula, charge and spin)	95.8	kJ/mol
2S+1	1
SMILES	CCOC(=O)C1(CCCc2ccccc2)CCN(C(=O)c2cncs2)CC1

Each line ends with the Mulliken charge.
Geometry (Å):
C1 -1.32 4.10 -2.79  -1.153
C2 -2.10 2.80 -2.86  -0.260
O1 -2.01 2.06 -1.64  -0.227
C3 -0.93 1.29 -1.47  -0.725
O2 -0.05 1.20 -2.29  -0.583
C4 -0.97 0.56 -0.14  2.659
C5 -0.70 1.58 1.00  -1.653
C6 0.25 2.74 0.69  -0.958
C7 1.72 2.36 0.43  -1.108
C8 2.34 1.51 1.51  0.635
C9 3.15 0.43 1.17  -0.341
C10 3.74 -0.35 2.14  -0.801
C11 3.54 -0.07 3.48  -0.477
C12 2.75 1.02 3.83  -0.690
C13 2.16 1.80 2.86  -0.165
C14 0.07 -0.58 -0.14  -0.553
C15 -0.29 -1.68 -1.14  -1.128
N1 -1.61 -2.19 -0.89  0.109
C16 -1.92 -3.41 -0.42  0.763
O3 -3.04 -3.72 -0.03  -0.638
C17 -0.83 -4.42 -0.41  0.486
C18 -0.38 -5.13 0.67  -0.653
N2 0.54 -6.08 0.39  -0.574
C19 0.79 -6.15 -0.86  -0.067
S1 -0.09 -5.02 -1.85  -0.052
C20 -2.64 -1.17 -0.94  -1.130
C21 -2.35 -0.07 0.08  -1.176
H1 -0.25 3.89 -2.68  0.286
H2 -1.65 4.70 -1.94  0.282
H3 -1.47 4.67 -3.70  0.433
H4 -3.17 2.99 -2.99  0.388
H5 -1.72 2.18 -3.68  0.316
H6 -1.66 2.02 1.27  0.428
H7 -0.32 1.03 1.87  0.472
H8 -0.11 3.29 -0.18  0.214
H9 0.21 3.42 1.54  0.690
H10 1.80 1.85 -0.53  0.387
H11 2.29 3.29 0.35  0.486
H12 3.33 0.21 0.12  0.432
H13 4.36 -1.19 1.85  0.396
H14 3.99 -0.68 4.24  0.395
H15 2.59 1.25 4.88  0.396
H16 1.56 2.65 3.15  0.371
H17 1.05 -0.19 -0.41  -0.046
H18 0.13 -1.00 0.86  0.547
H19 0.44 -2.49 -1.06  0.625
H20 -0.25 -1.28 -2.16  0.171
H21 -0.68 -4.97 1.68  0.464
H22 1.48 -6.85 -1.31  0.432
H23 -3.60 -1.65 -0.73  0.577
H24 -2.66 -0.74 -1.95  0.342
H25 -3.13 0.70 0.01  0.467
H26 -2.39 -0.50 1.09  0.506

***

# 3
Below is a structure of composition C21H26N2O4S at a distorted geometry, with properties calculated with ωB97M-V with the def2-TZVPD basis set.

Values from the calculation:
E_tot	-44183.6685	eV
total charge	0
largest force on an atom	18.30	eV/Å
energy relative to the best compared isomer or geometry (same formula, charge and spin)	2073.8	kJ/mol
2S+1	1

Each line ends with the Mulliken charge.
Geometry (Å):
C1 3.62 4.30 -2.83  -1.760
C2 3.23 3.36 -1.70  0.996
C3 3.17 1.91 -2.00  -0.255
C4 3.01 1.17 -0.94  -0.131
C5 2.77 1.81 0.35  0.932
C6 3.04 3.06 0.61  -0.628
C7 3.35 3.95 -0.35  -0.805
H1 3.16 4.97 -0.39  0.406
H2 2.82 3.40 1.45  0.677
C8 2.61 0.70 1.52  -3.366
H3 2.56 1.08 2.27  1.249
H4 1.80 0.05 1.11  0.325
H5 3.41 0.20 1.67  0.765
N1 3.02 -0.31 -1.29  -0.351
S1 1.69 -0.69 -2.36  1.056
O1 2.01 -0.11 -3.49  -0.559
O2 1.83 -2.08 -2.09  -0.744
C9 0.39 -0.18 -1.30  0.454
C10 -0.17 -1.19 -0.41  -0.973
C11 -0.98 -0.84 0.57  0.967
C12 -1.77 0.50 0.27  -1.159
C13 -1.18 1.21 -0.67  -0.674
C14 -0.28 0.89 -1.56  1.244
C15 0.19 1.92 -2.54  -2.289
H6 -1.01 2.36 -3.30  0.301
H7 0.57 1.48 -3.34  0.948
H8 0.57 2.97 -2.05  0.133
H9 -1.95 2.10 -0.88  0.130
H10 -2.45 0.74 1.05  0.586
C16 -1.40 -1.77 1.68  0.446
O3 -1.17 -3.02 1.38  -0.737
N2 -2.05 -1.18 2.62  -0.064
H11 -2.30 -0.35 2.74  0.117
C17 -2.53 -1.97 3.80  -1.052
H12 -2.23 -1.59 4.74  0.489
H13 -2.07 -3.28 3.59  0.303
C18 -4.18 -2.13 3.55  0.574
C19 -4.36 -2.99 2.52  -1.440
H14 -5.26 -3.65 2.57  0.345
C20 -4.97 -1.82 1.47  -0.053
H15 -4.34 -1.30 1.09  -0.069
C21 -5.30 -0.85 2.68  -0.656
H16 -6.45 -0.99 3.04  0.333
O4 -4.53 -0.72 3.70  -0.357
H17 -5.58 0.30 2.18  0.269
H18 -6.10 -2.06 1.02  0.327
H19 -3.75 -3.32 1.97  0.686
H20 -4.52 -2.65 4.71  0.330
H21 0.37 -2.08 -0.38  0.741
H22 3.23 -0.85 -0.56  0.403
H23 3.37 1.61 -3.05  0.412
H24 4.62 4.51 -3.06  0.355
H25 2.91 5.22 -2.75  0.314
H26 3.25 3.94 -3.71  0.510

***

# 4
Below is the molecule C21H26N2O5S at a distorted geometry, with properties calculated with ωB97M-V with the def2-TZVPD basis set.

Values from the calculation:
E_tot	-46251.4640	eV
total charge	0
largest force on an atom	1.08	eV/Å
energy relative to the best compared isomer or geometry (same formula, charge and spin)	298.3	kJ/mol
2S+1	1
SMILES	COc1ccc(CC(=O)Nc2ccc(S(=O)(=O)N3CCCCC3)cc2)cc1OC

Each line ends with the Mulliken charge.
Geometry (Å):
C1 -2.35 5.04 -2.44  -1.003
O1 -2.23 3.78 -1.82  -0.423
C2 -0.99 3.36 -1.40  1.514
C3 0.16 4.12 -1.56  -0.486
C4 1.39 3.68 -1.13  -1.045
C5 1.51 2.45 -0.50  -0.118
C6 2.85 1.94 -0.05  -1.133
C7 3.52 1.42 -1.31  0.426
O2 4.18 2.12 -2.04  -0.660
N1 3.25 0.13 -1.68  -0.092
C8 2.62 -0.90 -0.97  -0.306
C9 1.63 -1.66 -1.60  -0.590
C10 1.02 -2.70 -0.93  -0.626
C11 1.38 -2.98 0.37  0.109
S1 0.57 -4.32 1.26  1.305
O3 0.10 -5.27 0.29  -0.741
O4 1.46 -4.75 2.29  -0.738
N2 -0.77 -3.69 2.01  0.201
C12 -1.94 -3.43 1.21  -1.412
C13 -2.02 -1.97 0.77  0.534
C14 -1.90 -1.04 1.98  -0.999
C15 -0.60 -1.34 2.72  0.387
C16 -0.56 -2.81 3.13  -1.198
C17 2.39 -2.27 1.00  -0.762
C18 3.01 -1.24 0.33  -0.113
C19 0.37 1.67 -0.35  0.251
C20 -0.88 2.10 -0.78  -0.305
O5 -1.88 1.21 -0.54  -0.296
C21 -3.20 1.42 -1.00  -0.905
H1 -3.40 5.15 -2.68  0.258
H2 -2.04 5.85 -1.78  0.366
H3 -1.76 5.08 -3.37  0.377
H4 0.10 5.09 -2.04  0.393
H5 2.27 4.29 -1.28  0.422
H6 2.73 1.17 0.71  0.435
H7 3.46 2.76 0.33  0.551
H8 3.48 -0.08 -2.64  0.266
H9 1.35 -1.42 -2.62  0.434
H10 0.26 -3.31 -1.41  0.519
H11 -1.90 -4.11 0.36  0.465
H12 -2.82 -3.67 1.82  0.357
H13 -1.22 -1.74 0.06  -0.248
H14 -2.97 -1.80 0.26  0.442
H15 -1.92 0.00 1.65  0.301
H16 -2.75 -1.20 2.65  0.464
H17 0.25 -1.11 2.08  -0.412
H18 -0.52 -0.72 3.62  0.515
H19 0.40 -3.09 3.57  0.457
H20 -1.35 -3.01 3.86  0.387
H21 2.68 -2.56 1.99  0.519
H22 3.83 -0.71 0.79  0.737
H23 0.41 0.71 0.13  0.330
H24 -3.75 0.53 -0.70  0.231
H25 -3.65 2.30 -0.53  0.317
H26 -3.24 1.53 -2.08  0.341

***

Calculated molar mass (g mol⁻¹), listed in the same order as above: 370.5 386.5 402.5 418.5